Below is 4 unconnected molecules or ions with the total composition C22H21ClFN4O3P, with properties calculated with ωB97M-V/def2-TZVPD.

Structure (ORCA input):
```
! wB97M-V def2-TZVPD RIJCOSX def2/J DEFGRID3
* xyz 0 1
Cl 0.7390 -5.3613 -2.8894
P 0.7190 -3.5675 -1.8383
F 1.2328 -6.1163 0.0497
O -1.1897 -2.1883 0.2081
O -0.0411 -6.1281 2.5714
O 2.2562 -3.4754 -1.2983
N -2.5478 -7.5799 2.2918
N -0.2331 -1.0824 -3.9989
N -0.0237 4.4881 0.0155
N 2.8335 4.0307 3.6473
C -2.7686 4.5943 0.4778
C -3.0315 -6.1987 2.1637
C 5.1482 4.2044 3.0516
C -0.5575 -5.6822 1.5859
C -1.9917 5.7375 0.5718
C 0.1112 0.9581 -5.2089
C -0.9141 -0.3882 -3.0913
C -0.6303 5.6308 0.3311
C -2.3007 -4.1796 0.8646
C 0.2284 -5.3126 0.3574
C -0.0790 -4.2026 -0.3162
C 2.5241 4.4041 2.4065
C -1.1268 0.9796 -3.1728
C -2.1530 3.3974 0.1496
C 0.2653 -0.4094 -5.0342
C -0.6017 1.6670 -4.2550
C -1.1999 -3.3953 0.2419
C 4.8091 4.5898 1.7644
C 4.1262 3.9364 3.9500
C -2.0020 -5.3100 1.5064
C 3.4682 4.6913 1.4322
C -0.7836 3.3982 -0.0696
H -0.7431 2.7359 -4.3515
H 2.7011 -2.8299 -1.8677
H -3.8348 4.6351 0.6594
H -1.6879 1.4922 -2.4032
H -0.2635 2.4810 -0.3246
H 4.3516 3.6291 4.9656
H 0.5412 1.4521 -6.0694
H 6.1819 4.1115 3.3555
H 5.5772 4.8054 1.0326
H -3.8898 -6.2172 1.4904
H 0.8158 -0.9995 -5.7596
H -2.2798 -7.7953 3.2412
H -2.7188 2.4792 0.0677
H 3.1507 4.9824 0.4403
H 1.4676 4.4718 2.1791
H -3.3548 -5.7758 3.1164
H 0.0110 6.5035 0.3954
H -2.4283 6.6930 0.8278
H -3.2701 -8.2266 2.0096
H -3.3122 -3.7996 0.7812
H -1.3004 -0.9583 -2.2522
*
```

Values from the calculation:
SMILES = NCC1=CC(=O)C(P(O)Cl)=C(F)C1=O.c1ccncc1.c1ccncc1.c1ccncc1
LUMO = -1.08 eV
Gap between HOMO and LUMO = 8.0059 eV

---

Below is C22H21ClN2O4S in the gas phase, with properties calculated with ωB97M-V/def2-TZVPD.

Structure (ORCA input):
```
! wB97M-V def2-TZVPD RIJCOSX def2/J DEFGRID3
* xyz 0 1
Cl 3.4132 -0.9722 1.6994
S -3.8878 -0.1568 1.0005
O -0.7787 -2.4729 -0.4916
O -2.0014 3.2490 0.9428
O -2.5706 1.8927 -1.9090
O -2.6939 -0.9780 1.2908
N -1.1247 1.2363 1.5947
N -1.4701 0.0244 -1.1506
C -3.8310 0.1990 -0.8113
C 0.5041 -2.0764 -0.7251
C 0.2443 1.4064 1.3744
C 0.7951 -0.8136 -1.3820
C -2.1251 2.1108 1.3262
C 1.0674 0.3108 1.6236
C -0.7459 -3.6539 0.1635
C -0.1486 0.2166 -1.5731
C -2.5446 0.8218 -1.3472
C 2.1037 -0.5955 -1.8216
C 0.8063 2.5920 0.9157
C 0.5485 -4.0381 0.3493
C 3.0099 1.5812 0.9193
C -3.5052 1.5367 1.6378
C 2.4811 0.5905 -2.4141
C 1.5479 1.5994 -2.5832
C 2.1682 2.6616 0.6941
C 2.4247 0.4108 1.3941
C 4.4796 1.6572 0.6572
C -2.0423 -4.2592 0.5602
C 0.2452 1.4111 -2.1675
C 1.3554 -3.0303 -0.2240
H 2.4249 -3.0161 -0.2332
H -4.0042 -0.7660 -1.2904
H 0.1763 3.4427 0.7204
H 0.6468 -0.6175 1.9810
H 3.4992 0.7274 -2.7456
H 0.8878 -4.9283 0.8380
H -1.8683 -5.1174 1.2015
H -2.6371 -3.5188 1.0941
H -1.6229 -0.8297 -0.6219
H 2.5917 3.5845 0.3280
H 2.8299 -1.3822 -1.6962
H -1.4005 0.2795 1.8133
H -2.6041 -4.5794 -0.3175
H -4.6663 0.8647 -1.0201
H 4.7540 2.6427 0.2920
H -4.2686 2.2068 1.2479
H -0.4822 2.1940 -2.2975
H 4.7655 0.9125 -0.0845
H -3.6179 1.4567 2.7210
H 5.0405 1.4479 1.5674
H 1.8308 2.5346 -3.0409
*
```

Values from the calculation:
Relative energy (zero: lowest compared OMol25 entry of this formula, charge and spin) = 0.0 kJ/mol
LUMO = 0.26 eV
Gap between HOMO and LUMO = 7.9023 eV

---

Below is a molecular structure, C22H21CoF3N6O2, with properties calculated with ωB97M-V/def2-TZVPD.

Structure (ORCA input):
```
! wB97M-V def2-TZVPD RIJCOSX def2/J DEFGRID3
* xyz 0 2
Co -0.2246 1.2582 -0.0655
F 1.2308 5.7792 0.4880
F -0.8902 5.6058 0.0981
F 0.4387 6.2686 -1.4721
O 1.6507 3.7619 -1.4368
O -0.3529 3.1517 -0.5912
N -2.9113 0.1866 0.1446
N 2.1543 0.7007 1.3557
N -0.2202 -0.6266 0.2333
N 1.1852 0.9699 -1.6496
N 1.0779 1.5050 1.5069
N -2.1356 1.2084 0.5558
C -4.1754 0.3444 0.5912
C 0.5797 3.9630 -0.8792
C 0.8342 -1.3334 0.7778
C 1.8155 -3.4769 1.4503
C -3.2892 -1.3061 -1.7249
C 1.9964 -0.7278 1.3013
C -3.8367 -2.7623 -3.7065
C -0.6850 -2.1546 -1.6545
C -2.4180 -0.8050 -0.7614
C 0.7787 -2.7335 0.9235
C -2.9156 2.0230 1.2453
C 4.1090 -3.6680 2.5198
C -4.2214 1.5154 1.3076
C 1.5683 2.7167 1.7582
C 0.3201 5.4260 -0.4425
C 3.2986 1.3989 1.4956
C 3.0249 -1.4916 1.8503
C -2.8883 -2.2542 -2.6486
C -1.5582 -2.6658 -2.5967
C 2.9646 2.7057 1.7612
C 2.9795 -2.8703 1.9112
C -1.0831 -1.2142 -0.6904
H 1.5584 1.9179 -1.7549
H 3.8824 -0.9825 2.2761
H 1.7093 -4.5552 1.5257
H 0.7277 0.7207 -2.5194
H 4.1066 -4.6928 2.1467
H -3.8153 -2.1203 -4.5908
H -4.8636 -2.7813 -3.3410
H 0.8911 3.5401 1.9228
H 0.3504 -2.4741 -1.6548
H 1.9643 0.3351 -1.5140
H -2.5036 2.9263 1.6699
H 5.0797 -3.2261 2.2890
H -4.9390 -0.3887 0.3918
H -5.0748 1.9454 1.8055
H -3.5682 -3.7694 -4.0262
H -0.1269 -3.2378 0.6113
H 4.0199 -3.7145 3.6086
H 3.6337 3.5387 1.8996
H -1.1931 -3.3883 -3.3218
H -4.3057 -0.9275 -1.7624
H 4.2650 0.9353 1.3827
*
```

Values from the calculation:
Relative energy (zero: lowest compared OMol25 entry of this formula, charge and spin) = 38.7 kJ/mol
LUMO (alpha / beta) = 0.60 / 0.59 eV
Gap between HOMO and LUMO (alpha / beta) = 7.5850 / 7.5483 eV

---

Below is a molecular structure, C22H21CoI2N2O, with properties calculated with ωB97M-V/def2-TZVPD.

Structure (ORCA input):
```
! wB97M-V def2-TZVPD RIJCOSX def2/J DEFGRID3
* xyz -2 5
I -2.5993 -2.3549 -0.9248
I -2.4247 1.1334 -2.8965
Co -1.2068 -0.5481 -1.9294
O 2.2013 -0.7633 -1.9901
N -0.2317 -2.9400 -3.4740
N 0.6214 -2.9580 -1.4347
C -2.0518 4.6398 2.5060
C 0.2732 -2.0604 -2.4666
C -3.2062 4.4392 1.7383
C 3.0928 0.5349 3.4546
C 0.9335 -2.5876 -0.0861
C -0.0791 1.5033 1.6762
C -3.3429 3.2728 0.9767
C -1.0303 3.6900 2.4957
C 1.4931 -1.2076 -2.8908
C -0.0260 0.6793 0.5804
C 2.8056 0.9271 4.7711
C 0.2353 -4.2310 -1.7426
C 1.5579 1.4913 5.0758
C -0.3811 0.1175 -0.4986
C -1.0712 -2.4436 -4.5446
C -0.2951 -4.2170 -3.0003
C 2.1461 0.7081 2.4448
C 0.9052 1.3238 2.7259
C -1.1564 2.4920 1.7476
C 1.8097 -1.1233 -4.3132
C 0.6199 1.6861 4.0641
C -2.3407 2.3062 1.0001
H -2.0499 -2.1159 -4.1615
H -1.2185 -3.2360 -5.2882
H 4.0603 0.0901 3.2178
H 1.9997 -2.1206 -4.7330
H -4.2265 3.1133 0.3572
H 3.5486 0.7931 5.5616
H -0.5857 -1.5879 -5.0203
H -0.6853 -5.0497 -3.5676
H 0.9998 -0.6297 -4.8746
H -3.9931 5.1924 1.7284
H 1.3122 1.7850 6.0982
H 2.3542 0.3973 1.4208
H 0.3510 -5.0502 -1.0508
H -0.1109 3.8796 3.0536
H 2.6966 -0.4907 -4.4329
H -2.4403 1.3913 0.4122
H -0.3545 2.1104 4.3069
H 1.2150 -1.5373 -0.0296
H 1.7553 -3.2225 0.2708
H 0.0583 -2.7646 0.5559
H -1.9383 5.5426 3.1101
*
```

Values from the calculation:
LUMO (alpha / beta) = 4.60 / 4.55 eV
Gap between HOMO and LUMO (alpha / beta) = 4.3459 / 4.7170 eV

---

Below is a gas-phase ion, C22H21F5N3O (charge +1), with properties calculated with ωB97M-V/def2-TZVPD.

Structure (ORCA input):
```
! wB97M-V def2-TZVPD RIJCOSX def2/J DEFGRID3
* xyz 1 1
F -3.6678 1.2211 -1.4747
F -1.2424 0.6286 -5.5327
F -2.6507 -1.1823 -0.5467
F -0.0357 -1.6079 -4.4561
F -3.0109 2.0690 -3.9980
O 0.7716 -1.9161 1.3686
N 1.3011 0.7738 1.8168
N -0.6451 -2.5212 -1.9258
N 0.3843 -3.9819 -0.6819
C 1.1377 -4.6344 0.3638
C 0.2626 0.8346 0.7163
C 2.0051 0.6336 5.7171
C -0.8092 -3.7676 -2.5128
C 0.9156 0.9329 3.2860
C -2.8296 0.4821 -2.2340
C 0.4671 -1.5978 0.1803
C -0.6369 3.2215 0.6871
C -0.1752 -4.6716 -1.7427
C 0.3628 2.3900 -1.3489
C -0.9748 -0.9242 -3.7565
C -2.4792 0.9310 -3.5103
C -0.1033 3.5058 -2.0331
C 0.0505 2.2088 0.0062
C -1.5756 0.2107 -4.2927
C 0.1222 -2.6489 -0.8116
C -0.8229 4.5064 -1.3735
C 0.4695 -0.2520 -0.2604
C -1.2658 -1.3442 -2.4641
C -2.2551 -0.6851 -1.7472
C 2.1689 0.8180 4.1871
C -1.0666 4.3629 0.0000
H -1.2196 5.3402 -1.9392
H 1.1953 -3.9617 1.2245
H 0.1916 0.1208 3.4448
H -1.6475 5.1268 0.5190
H -0.7255 0.5878 1.1922
H -0.0771 -5.7372 -1.8373
H -1.3894 -3.9205 -3.4008
H 0.9859 1.6768 -1.8962
H -0.8600 3.0787 1.7509
H 0.6123 -5.5611 0.6255
H 2.7763 1.7289 4.0770
H 1.4674 1.4617 6.2075
H 0.7360 -0.0375 -1.2887
H 2.9874 0.5937 6.2299
H 0.0816 3.5659 -3.1057
H 2.7933 -0.0220 3.8443
H 1.7362 -0.1543 1.7577
H 2.1472 -4.8946 0.0121
H 1.5026 -0.3080 5.9890
H 2.0776 1.3938 1.6048
H 0.4561 1.9262 3.3629
*
```

Values from the calculation:
Relative energy (zero: lowest compared OMol25 entry of this formula, charge and spin) = 0.0 kJ/mol
SMILES = CCC[NH2+][C@H](/C=C(\[O-])c1n(C)cc[n+]1-c1c(F)c(F)c(F)c(F)c1F)c1ccccc1
LUMO = -3.02 eV
Gap between HOMO and LUMO = 7.5392 eV

---

Below is C22H21N3O in the gas phase, with properties calculated with ωB97M-V/def2-TZVPD.

Structure (ORCA input):
```
! wB97M-V def2-TZVPD RIJCOSX def2/J DEFGRID3
* xyz 0 1
O -0.5684 0.8804 -0.7871
N 1.9931 0.6566 -1.7820
N -1.6842 -1.4992 -0.1794
N 3.1013 2.3304 -2.7623
C 1.1465 -0.4915 -1.6564
C -5.4039 -0.0717 1.1289
C -3.4366 -1.4087 1.4620
C 3.7182 3.3737 0.7307
C -0.3428 -0.1083 -1.7578
C 1.0439 -3.3187 1.5280
C 0.5296 -1.3441 2.7789
C -2.9041 -0.9846 0.2380
C -0.7033 -1.8440 0.7720
C 0.0559 -3.0014 0.6139
C 2.3860 1.3501 0.6165
C 2.3973 1.2568 -2.9372
C 1.2871 -2.4924 2.6120
C 3.8089 3.4713 -0.6413
C 2.4724 1.4434 -0.7632
C 3.0198 2.3332 1.3482
C 3.1771 2.4924 -1.4002
C -3.6678 -0.1062 -0.5358
C -4.6610 -0.9524 1.9001
C -1.2454 -1.3622 -1.5462
C -0.4564 -1.0180 1.8678
C -4.9008 0.3377 -0.0915
H 1.3283 -0.9484 -0.6810
H 4.3471 4.2729 -1.1212
H 1.8391 0.5536 1.0979
H -1.5060 1.1036 -0.7562
H 1.3889 -1.2082 -2.4468
H -5.0450 -1.2954 2.8495
H 4.1966 4.1188 1.3497
H 2.0616 -2.7408 3.3214
H 2.1562 0.8474 -3.9008
H -2.8780 -2.1098 2.0635
H -1.0324 -0.1130 1.9887
H 2.9754 2.3000 2.4270
H -2.1235 -1.3151 -2.1922
H -0.6765 -2.2501 -1.8335
H -6.3626 0.2840 1.4728
H -0.1338 -3.6611 -0.2201
H -3.3208 0.2413 -1.4988
H -5.4674 1.0187 -0.7101
H 1.6237 -4.2201 1.3939
H -0.5270 0.3021 -2.7664
H 0.7165 -0.6899 3.6178
*
```

Values from the calculation:
Relative energy (zero: lowest compared OMol25 entry of this formula, charge and spin) = 110.4 kJ/mol
SMILES = O[C@H](CN(c1ccccc1)c1ccccc1)Cn1cnc2ccccc21
LUMO = 0.59 eV
Gap between HOMO and LUMO = 8.4135 eV

---

Below is a molecular structure, C22H21N3O2Ru, with properties calculated with ωB97M-V/def2-TZVPD.

Structure (ORCA input):
```
! wB97M-V def2-TZVPD RIJCOSX def2/J DEFGRID3
* xyz 0 5
Ru 0.5415 -0.2060 -0.3467
O 1.7674 -3.0553 0.5252
O -2.4230 -1.4183 1.4940
N -0.1605 -1.8577 0.9293
N -1.5195 -3.5542 1.4875
N -0.1283 -1.5150 -1.6490
C -0.5405 -5.5296 3.4971
C 1.3127 -3.9711 3.4281
C -1.2644 0.7054 -1.7157
C -0.2094 -5.8629 4.8133
C -0.2297 -4.1645 1.4088
C 0.8793 -5.2410 5.4414
C 1.3326 0.6504 1.4498
C 1.6441 -4.3025 4.7477
C -0.9201 -6.0951 -1.7859
C -0.3116 -7.3319 -1.5278
C -0.2380 -5.3061 0.4007
C 0.3388 -7.5483 -0.3112
C -0.8708 -5.0794 -0.8221
C -2.2352 0.4365 -0.7068
C 0.2127 -4.5671 2.8123
C -1.8791 1.1353 0.4629
C 2.2128 0.6894 0.3227
C -1.4769 -2.1665 1.3313
C -0.6708 1.8416 0.2187
C -0.2457 1.5817 -1.1435
C 0.3830 -6.5321 0.6505
C 0.5988 -2.9733 0.8983
H 0.9051 -6.6892 1.5938
H 3.0192 -0.0526 0.2924
H -3.1019 -0.1987 -0.8307
H -2.3339 -3.9467 1.9589
H 0.9507 1.5991 1.8564
H -2.4348 1.1697 1.3919
H 0.4690 -2.1421 -2.2131
H -0.2160 2.5673 0.8853
H -1.3805 -6.0207 3.0002
H -0.8112 -6.6053 5.3383
H 2.5025 -3.8081 5.2063
H 1.4445 -0.1055 2.2250
H 1.1417 -5.5007 6.4675
H -1.3151 -4.1017 -1.0281
H 2.3809 1.6522 -0.1783
H 1.9335 -3.2548 2.8866
H -1.4288 -5.9086 -2.7339
H 0.8203 -8.5037 -0.0959
H 0.5366 2.1180 -1.6759
H -0.3442 -8.1237 -2.2795
H -1.3234 0.4335 -2.7629
*
```

Values from the calculation:
LUMO (alpha / beta) = -0.63 / -1.72 eV
Gap between HOMO and LUMO (alpha / beta) = 7.1415 / 6.4092 eV

---

Below is a molecular structure, C22H21N3OPd, with properties calculated with ωB97M-V/def2-TZVPD.

Structure (ORCA input):
```
! wB97M-V def2-TZVPD RIJCOSX def2/J DEFGRID3
* xyz 0 3
Pd -0.1596 -0.0124 -0.4509
O -0.7632 0.5832 -2.2494
N -1.5371 0.4207 1.3288
N 0.9156 -0.6475 1.1870
N 1.7289 -0.7806 -1.3565
C -1.6654 1.6414 -4.1691
C 0.6881 0.2431 4.8129
C -2.0026 2.6034 -1.8825
C 2.6994 -2.2461 1.8165
C 3.8339 -2.9858 1.4188
C -2.7714 0.8577 1.3598
C 2.0269 -1.4221 0.9355
C 0.5046 -0.2339 2.4272
C -3.4342 1.2035 2.5522
C 3.9984 -2.1045 -2.1822
C -1.4003 0.6707 3.7256
C -0.8411 0.2855 2.4946
C 3.2426 -1.4041 -3.0777
C -1.8752 1.3112 -2.6914
C 2.4787 -1.4435 -0.4371
C -2.7399 1.1200 3.7239
C -3.1318 0.4534 -2.5302
C 3.6226 -2.1630 -0.8194
C 4.3192 -2.9332 0.1450
C 2.0778 -0.7592 -2.6160
C -0.6173 0.6291 4.9063
C 1.2484 -0.1818 3.5916
H -1.1318 3.2374 -2.0561
H 5.2024 -3.4855 -0.1477
H 4.8871 -2.6351 -2.5030
H 1.3213 0.2457 5.6909
H -3.2107 0.0982 -1.5010
H -2.0413 2.3720 -0.8165
H 2.2968 -0.4397 3.5755
H -3.2789 0.9653 0.4091
H 1.4055 -0.2279 -3.2814
H -4.0362 1.0095 -2.7843
H 3.5073 -1.3529 -4.1243
H -2.8993 3.1642 -2.1538
H -1.0591 0.9282 5.8474
H -3.0703 -0.4228 -3.1774
H -3.1958 1.4014 4.6656
H -4.4585 1.5453 2.5140
H -2.5086 2.2030 -4.5772
H 4.3295 -3.6038 2.1570
H -0.7598 2.2374 -4.2916
H 2.3386 -2.3630 2.8278
H -1.5514 0.7196 -4.7417
*
```

Values from the calculation:
Relative energy (zero: lowest compared OMol25 entry of this formula, charge and spin) = 0.0 kJ/mol
LUMO (alpha / beta) = 0.00 / -1.19 eV
Gap between HOMO and LUMO (alpha / beta) = 7.0409 / 5.8185 eV

---

Below is a molecular structure, C22H21N4NaO, with properties calculated with ωB97M-V/def2-TZVPD.

Structure (ORCA input):
```
! wB97M-V def2-TZVPD RIJCOSX def2/J DEFGRID3
* xyz 0 1
Na 0.1213 0.0958 -0.1838
O -0.1601 0.9214 -1.9962
N 0.4446 -0.6846 1.8117
N -1.7808 -0.7615 0.3390
N 2.2385 0.2794 0.0851
N -1.3778 1.6743 -3.7165
C -2.4166 2.1410 -2.8252
C 4.9662 0.2956 0.5481
C 2.6902 -0.1772 1.2609
C -0.8562 -1.5662 3.7505
C -0.6730 -1.0895 2.4423
C 4.5536 -0.6297 2.7888
C -1.8883 -1.0194 1.6495
C 1.7270 -0.6801 2.2237
C 0.8324 0.7193 -4.1476
C -2.1015 -1.8765 4.2812
C -2.8596 -0.6557 -0.3997
C -1.6347 1.8903 -5.1159
C 3.0797 0.7223 -0.8148
C -3.1694 -1.2315 2.2479
C -4.3077 -0.9959 1.4449
C 2.2794 -1.1035 3.4409
C -0.2750 1.1068 -3.2031
C 3.6408 -1.0777 3.7102
C -3.2622 -1.6776 3.5744
C -4.1584 -0.7161 0.1119
C 4.4657 0.7471 -0.6430
C 4.0902 -0.1730 1.5473
H 1.6513 -1.4821 4.2253
H -0.0197 -1.6843 4.4136
H 3.9722 -1.4327 4.6772
H 2.6329 1.0867 -1.7293
H -5.2889 -1.0447 1.8986
H -3.3089 1.5158 -2.9103
H 0.5045 -0.0391 -4.8507
H -0.9181 1.3663 -5.7386
H 5.1084 1.1131 -1.4288
H 1.1873 1.5894 -4.6916
H -2.1422 -2.2621 5.2914
H 1.6463 0.3112 -3.5557
H -2.0434 2.0931 -1.8040
H -2.6739 3.1717 -3.0743
H -4.2293 -1.8665 4.0174
H -2.6878 -0.5111 -1.4573
H 6.0299 0.2909 0.7398
H 5.6098 -0.6252 3.0078
H -1.5992 2.9577 -5.3507
H -2.6347 1.5231 -5.3513
H -5.0050 -0.5484 -0.5410
*
```

Values from the calculation:
Relative energy (zero: lowest compared OMol25 entry of this formula, charge and spin) = 48.2 kJ/mol
LUMO = 0.03 eV
Gap between HOMO and LUMO = 5.8643 eV